Computed, not measured: a molecular structure, C3H76CoO41 at a distorted geometry, with ωB97M-V/def2-TZVPD.

Geometry as XYZ:
```
121
Properties=species:S:1:pos:R:3:lowdin_charge:R:1
Co -0.891 -1.917 -0.346 0.8146
C -3.092 -2.767 0.437 -0.6424
O -1.897 -2.692 1.334 -0.2597
O -4.230 -2.719 0.990 -0.0243
O -2.762 -2.698 -0.811 -0.1015
O -1.077 0.162 -0.825 -0.3414
C -0.395 0.487 0.357 -0.3016
C 1.028 -0.010 0.231 -0.2160
O 0.998 -1.456 0.344 -0.3824
H -0.796 -0.071 1.195 0.0918
H -0.410 1.547 0.535 0.1195
H 1.755 0.429 0.946 0.1299
H 1.430 0.330 -0.717 0.0907
O -0.672 -2.147 -2.661 -0.0511
H -0.578 -1.258 -3.061 0.0370
H 0.105 -2.603 -3.041 0.0480
O 6.714 2.148 -2.471 -0.0676
H 6.337 2.247 -1.586 0.0050
H 5.910 2.128 -2.986 0.0131
O -3.601 0.412 1.625 -0.0351
H -3.380 -0.475 1.365 0.0263
H -4.485 0.416 1.994 0.0220
O 2.416 -3.445 1.070 -0.0647
H 2.544 -3.875 0.216 0.0341
H 1.777 -2.718 0.902 -0.0184
O 2.800 4.493 -0.179 -0.0585
H 2.048 4.878 -0.651 0.0314
H 3.099 3.798 -0.785 0.0207
O 2.942 -0.251 -3.537 -0.0723
H 2.921 -1.020 -2.918 0.0039
H 2.176 -0.418 -4.097 0.0325
O -1.281 -5.581 1.584 -0.0607
H -1.479 -4.638 1.667 0.0069
H -0.613 -5.717 2.264 0.0135
O 0.546 5.476 -2.368 -0.0738
H -0.406 5.560 -2.145 0.0107
H 0.482 4.763 -3.014 0.0350
O 3.408 -3.052 4.396 -0.0545
H 3.285 -2.103 4.185 0.0268
H 2.894 -3.175 5.189 0.0312
O 1.941 -3.635 -3.864 -0.0521
H 2.400 -3.273 -4.632 0.0474
H 2.136 -3.055 -3.136 -0.0447
O -4.569 1.790 -4.873 -0.0477
H -4.002 2.198 -5.532 0.0332
H -4.031 1.151 -4.412 -0.0089
O 5.134 -2.137 1.559 -0.0500
H 4.926 -2.597 2.381 0.0205
H 4.473 -2.486 0.963 -0.0080
O -3.049 0.132 -2.801 -0.0741
H -2.468 0.023 -2.038 -0.0183
H -3.438 -0.769 -2.967 0.0200
O 5.289 0.907 0.091 -0.0671
H 5.726 0.067 -0.003 0.0106
H 5.122 0.992 1.064 0.0009
O -0.815 0.086 -6.173 -0.0669
H -0.224 0.614 -5.632 0.0061
H -1.601 0.079 -5.609 0.0234
O 2.839 0.419 4.135 -0.0700
H 2.337 1.218 4.359 0.0283
H 2.161 -0.231 3.861 0.0209
O 5.844 -1.801 -1.718 -0.0377
H 5.291 -1.015 -1.778 0.0172
H 6.611 -1.547 -1.199 0.0410
O 1.438 -5.362 3.335 -0.0729
H 1.672 -4.554 3.828 0.0145
H 1.673 -5.077 2.441 0.0080
O -1.809 -1.686 3.688 -0.0798
H -2.690 -1.730 4.063 0.0586
H -1.872 -2.074 2.793 -0.0247
O 1.106 -1.648 3.013 -0.0828
H 0.835 -1.618 2.034 0.0322
H 0.306 -1.929 3.516 0.0458
O 4.659 1.488 2.504 -0.0613
H 4.160 1.081 3.254 0.0253
H 4.195 2.309 2.270 0.0676
O 1.335 4.650 2.105 -0.0846
H 1.343 3.759 2.470 -0.0021
H 1.999 4.621 1.372 0.0058
O 0.750 2.550 3.979 -0.0613
H 0.490 3.400 4.377 0.0697
H -0.047 2.031 3.866 -0.0054
O 2.476 -2.165 -1.638 -0.0730
H 1.795 -1.869 -0.984 0.0126
H 3.331 -2.214 -1.193 0.0574
O -5.937 2.433 -1.989 -0.0760
H -5.152 2.121 -1.499 0.0058
H -5.578 2.555 -2.877 0.0047
O -2.127 5.082 -1.261 -0.0557
H -2.393 4.203 -0.979 0.0092
H -2.362 5.700 -0.559 0.0350
O -0.173 -4.176 -0.678 -0.0513
H -0.404 -5.008 -0.174 0.0697
H 0.721 -4.392 -0.957 0.0411
O -3.029 2.172 -0.362 -0.0778
H -2.406 1.469 -0.639 0.0009
H -3.565 1.728 0.334 0.0176
O -6.523 0.477 1.378 -0.0910
H -6.531 -0.339 1.886 0.0348
H -6.440 0.222 0.412 0.0422
O -1.629 1.088 3.746 -0.0940
H -2.292 1.351 3.079 0.0262
H -1.580 0.091 3.698 0.0175
O -3.663 -2.540 -3.232 -0.0910
H -3.584 -2.779 -2.278 0.0102
H -2.731 -2.688 -3.477 0.0301
O 0.030 0.599 -3.174 -0.1032
H 0.848 1.088 -3.020 0.0258
H -0.292 0.487 -2.209 0.0170
O -5.664 -1.022 -0.834 -0.0515
H -5.179 -1.672 -0.299 0.0067
H -5.040 -0.408 -1.231 0.0241
O 3.647 2.056 -1.863 -0.0679
H 3.179 1.259 -2.101 -0.0152
H 4.264 1.703 -1.185 -0.0006
O -4.789 2.865 3.041 -0.0390
H -5.578 2.801 2.497 0.0298
H -5.021 2.462 3.871 0.0274
O -1.441 5.510 1.802 -0.0985
H -0.473 5.295 1.713 0.0146
H -1.861 4.644 1.652 0.0300
```

E, a.u.: -4627.890855
Net charge: -2
Multiplicity: 4
Expectation value of S²: 3.76
Lowest unoccupied orbital energy (alpha / beta), eV: 3.606 / 3.605



Computed, not measured: a single C4H10S molecule at a distorted geometry, with ωB97M-V/def2-TZVPD.

Geometry as XYZ:
```
15
Properties=species:S:1:pos:R:3:lowdin_charge:R:1
C 2.428 -0.701 0.493 -0.1017
C 1.468 -0.073 -0.618 -0.2700
C 0.537 1.119 -0.249 -0.2983
C -0.742 0.832 0.495 -0.6002
S -1.920 -0.521 -0.061 0.6028
H 3.215 0.107 0.852 0.1105
H 1.684 -1.262 1.148 0.0817
H 3.048 -1.469 0.027 0.0432
H 0.798 -0.662 -1.262 0.0672
H 2.147 0.451 -1.458 0.1318
H 0.833 2.124 0.182 0.1286
H -0.108 1.481 -1.089 0.1050
H -1.395 1.546 0.742 -0.0038
H -0.617 0.585 1.628 0.0871
H -1.034 -1.633 -0.515 -0.0838
```

E, a.u.: -556.493908
Net charge: 0
SMILES: CCCCS
Energy above the lowest of the compared OMol25 structures with the same formula, charge and spin, kcal per mole: 55.3
Lowest unoccupied orbital energy, eV: 0.844



Computed, not measured: a molecular structure, C8H24NbOPtSi at a distorted geometry, with ωB97M-V/def2-TZVPD.

Geometry as XYZ:
```
36
Properties=species:S:1:pos:R:3:lowdin_charge:R:1
C -0.044 3.457 -0.388 -0.2048
C 0.425 2.744 -1.781 -0.3123
C -0.432 1.437 -2.248 -0.3171
Nb -2.200 0.866 -0.947 1.2818
C -1.515 -1.317 -1.031 -0.3070
C -1.264 -2.009 0.444 -0.3212
O -0.572 -1.168 1.419 -0.2975
Si 1.159 -1.287 1.391 0.4646
C 1.961 0.415 0.851 -0.2060
C 1.824 -1.625 3.209 -0.2026
C 1.935 -2.643 0.288 -0.2049
H -1.136 3.896 -0.395 0.0506
H 0.169 2.780 0.570 0.0488
H 0.669 4.405 -0.245 0.1009
H 1.552 2.381 -1.643 0.1129
H 0.493 3.607 -2.603 0.1375
H 0.311 0.507 -2.322 0.0679
H -0.813 1.660 -3.355 0.1077
H -3.193 0.653 -2.488 -0.0578
H -3.746 0.450 -0.040 -0.0352
H -1.328 1.196 0.610 -0.0311
H -2.790 2.591 -0.940 -0.0411
H -2.406 -1.943 -1.519 0.0727
H -0.606 -1.458 -1.784 0.0788
H -2.356 -2.198 0.888 0.0345
H -0.814 -3.071 0.264 0.1284
H 1.670 1.287 1.596 0.0596
H 3.141 0.270 0.766 0.0767
H 1.595 0.636 -0.263 0.0166
H 2.621 -2.497 3.148 0.0484
H 0.953 -1.828 3.968 0.0494
H 2.423 -0.682 3.617 0.0576
H 2.917 -3.018 0.853 0.0716
H 1.290 -3.600 0.102 0.0485
H 2.328 -2.126 -0.696 0.0585
Pt -4.221 -2.767 0.705 0.3648
```

E, a.u.: -859.304328
Net charge: +1
Lowest unoccupied orbital energy, eV: -8.529



Computed, not measured: 2 unconnected molecules or ions with the total composition C9H14 at a distorted geometry, with ωB97M-V/def2-TZVPD.

Geometry as XYZ:
```
23
Properties=species:S:1:pos:R:3:lowdin_charge:R:1
C -0.104 -2.982 -1.375 -0.0220
C 0.714 -1.666 -1.544 -0.3193
C -0.009 -0.456 -1.685 -0.0582
C 0.637 0.729 -1.430 -0.0802
C 2.062 0.801 -1.084 -0.1041
C 2.707 -0.400 -1.016 -0.0863
C 1.994 -1.638 -1.359 -0.0956
H 0.150 -3.788 -2.077 0.0834
H -1.160 -2.783 -1.417 0.0623
H 0.211 -3.200 -0.400 0.0574
H -1.053 -0.642 -1.807 0.0941
H 0.268 1.813 -1.468 0.1165
H 2.540 1.767 -0.912 0.0955
H 3.825 -0.518 -0.806 0.1174
H 2.650 -2.582 -1.411 0.1392
C -2.430 2.461 2.462 -0.2091
C -1.463 1.315 2.610 -0.1795
H -2.077 3.300 3.155 0.0800
H -2.215 2.989 1.519 0.0528
H -3.507 2.495 2.317 0.0601
H -1.557 0.709 3.475 0.0370
H -1.780 0.734 1.641 0.0974
H -0.402 1.543 2.610 0.0613
```

E, a.u.: -351.251090
Net charge: 0
SMILES: Cc1ccccc1.CC
Energy above the lowest of the compared OMol25 structures with the same formula, charge and spin, kcal per mole: 49.6
Lowest unoccupied orbital energy, eV: 0.959



Computed, not measured: a molecular structure, C18H25ClHfN2 at a distorted geometry, with ωB97M-V/def2-TZVPD.

Geometry as XYZ:
```
47
Properties=species:S:1:pos:R:3:lowdin_charge:R:1
C 0.027 0.125 -4.048 -0.5703
C 1.363 0.655 -4.549 -0.0857
C -0.193 -1.178 -4.801 -0.0761
C -1.041 1.075 -4.567 -0.0874
Cl -0.027 -0.037 -1.872 0.5582
H -0.117 -0.815 -5.852 0.1134
H -1.195 -1.609 -4.692 0.1008
H 0.601 -1.924 -4.671 0.1006
H 1.183 0.713 -5.648 0.1127
H 2.197 -0.043 -4.401 0.0986
H 1.600 1.666 -4.199 0.0986
H -0.831 1.071 -5.660 0.1119
H -0.928 2.106 -4.214 0.0985
H -2.064 0.701 -4.440 0.0994
C 1.445 -1.682 2.030 -0.1498
C 0.576 -2.424 1.193 -0.1777
C 0.895 -2.127 -0.171 -0.2036
H -0.060 -3.225 1.570 0.1283
C 1.898 -1.090 -0.160 -0.2499
C 2.273 -0.867 1.208 -0.1259
H 3.105 -0.281 1.583 0.1321
H 1.596 -1.906 3.077 0.1279
H 0.632 -2.737 -1.048 0.1381
H 2.373 -0.660 -1.044 0.1019
C -2.379 0.643 1.505 -0.1121
C -2.110 -0.536 2.248 -0.1372
C -1.880 -1.597 1.339 -0.1862
H -2.281 -0.687 3.305 0.1287
C -2.076 -1.101 0.003 -0.2111
C -2.301 0.322 0.107 -0.2104
H -2.520 0.991 -0.727 0.1153
H -2.694 1.579 1.955 0.1309
H -1.816 -2.638 1.657 0.1274
H -2.313 -1.712 -0.880 0.1387
Hf -0.052 -0.155 0.830 1.4572
C 0.893 2.832 2.257 0.0146
C 0.597 1.700 3.146 -0.3698
N 0.213 0.427 2.960 -0.0774
C 0.079 -0.167 4.245 -0.0837
C 0.414 0.787 5.176 -0.0119
N 0.724 1.925 4.475 0.1233
H 0.222 3.669 2.568 0.1215
H 1.934 3.160 2.495 0.1212
H 0.780 2.612 1.162 0.0894
H -0.231 -1.174 4.465 0.1244
H 0.479 0.799 6.251 0.1383
H 1.008 2.814 4.835 0.1743
```

E, a.u.: -1318.035367
Net charge: +2
Energy above the lowest of the compared OMol25 structures with the same formula, charge and spin, kcal per mole: 30.1
Lowest unoccupied orbital energy, eV: -6.920



Computed, not measured: a single C4H7N3O molecule, with ωB97M-V/def2-TZVPD.

Geometry as XYZ:
```
15
Properties=species:S:1:pos:R:3:lowdin_charge:R:1
C 1.203 0.598 1.374 -0.0976
C -0.965 0.416 -0.119 -0.2808
C 0.494 -0.071 0.290 -0.6046
N -1.736 -0.347 -0.868 0.2138
N 0.342 -1.540 0.398 0.0608
O -1.214 1.682 0.100 0.1724
C 1.142 0.239 -1.013 -0.2044
N 1.704 0.474 -1.999 0.1496
H -2.018 2.002 -0.339 0.1467
H -1.416 -1.313 -0.915 0.1190
H -2.362 0.002 -1.587 0.1390
H 1.233 -1.974 0.184 0.0911
H 0.159 -1.729 1.381 0.0873
H 1.879 -0.044 1.925 -0.0008
H 1.555 1.604 1.189 0.0086
```

E, a.u.: -395.977849
Net charge: 0
Energy above the lowest of the compared OMol25 structures with the same formula, charge and spin, kcal per mole: 107.0
Lowest unoccupied orbital energy (alpha / beta), eV: -0.342 / -0.343